Record 1
116
Properties=species:S:1:pos:R:3:forces:R:3:lowdin_charge:R:1 method="wB97M-V/def2-TZVPD" multiplicity=1 relative_energy_kj_mol=2.6 lumo_ha=-0.008
In -0.658048 1.090113 0.857931 0.20 0.48 0.13 -0.151
Se 0.402570 3.428154 1.403127 0.04 -0.18 0.06 0.130
Se -1.528225 4.596784 2.028547 -0.05 0.10 -0.04 -0.102
Te -3.245479 3.786073 0.381673 -0.03 0.02 0.00 0.371
Se -3.213502 1.361454 0.963205 -0.02 -0.12 0.01 -0.019
C -0.650191 -8.519550 -0.468738 0.00 0.07 0.02 -0.047
C -0.567800 -7.019783 -0.591332 0.00 -0.03 0.00 -0.262
C -1.387400 -6.328787 -1.485097 -0.03 -0.01 -0.01 -0.031
C -1.309928 -4.951983 -1.613174 -0.06 -0.04 0.04 -0.049
C -0.404852 -4.259433 -0.824498 0.22 -0.13 -0.27 -0.359
C 0.403646 -4.915557 0.092939 -0.08 -0.08 0.03 -0.069
C 0.321294 -6.296622 0.199600 -0.02 0.02 0.02 -0.027
S -0.110909 -2.521622 -1.008804 -0.26 0.91 0.45 0.939
O -1.389465 -1.788221 -1.277726 0.36 -0.40 -0.15 -0.501
C 0.811439 -2.538465 -2.560567 -0.29 -0.25 -0.03 -0.292
C 0.081522 -2.390668 -3.757628 0.05 0.01 -0.01 -0.040
C 0.750436 -2.349399 -4.942752 0.02 0.01 -0.04 -0.007
C 2.168718 -2.413840 -4.980139 -0.07 -0.01 -0.06 -0.161
C 2.876328 -2.310733 -6.206333 -0.08 0.02 0.04 -0.032
C 4.239015 -2.293503 -6.226422 0.12 0.00 0.10 -0.075
C 4.966676 -2.376264 -5.014734 -0.04 0.00 -0.12 -0.068
C 4.314859 -2.493074 -3.822287 -0.09 -0.06 0.05 -0.017
C 2.894990 -2.529998 -3.771376 0.07 0.07 0.06 -0.127
C 2.179528 -2.601797 -2.535191 0.15 -0.05 0.08 -0.160
C 2.912203 -2.670999 -1.226447 0.04 -0.29 -0.26 -0.158
C 3.562511 -3.868529 -0.799178 -0.04 -0.09 -0.02 -0.115
C 3.530697 -5.063322 -1.568606 0.02 0.15 0.02 -0.016
C 4.163351 -6.188131 -1.128987 0.06 -0.05 0.12 -0.065
C 4.859419 -6.187873 0.104721 -0.07 -0.08 -0.15 -0.069
C 4.885208 -5.065515 0.875755 -0.04 0.07 0.01 -0.029
C 4.230158 -3.881592 0.450520 0.02 0.04 0.04 -0.148
C 4.219625 -2.719703 1.265013 0.01 -0.08 0.00 -0.003
C 3.580796 -1.590235 0.854539 0.08 -0.01 0.11 -0.039
C 2.948821 -1.583392 -0.402567 0.28 0.29 0.11 -0.301
S 2.051065 -0.117129 -0.879521 -0.58 -0.29 0.49 0.942
O 1.829231 0.608646 0.439611 0.01 0.19 -0.75 -0.629
C 3.285938 0.764219 -1.796807 0.14 0.04 0.16 -0.389
C 4.235495 1.532667 -1.138679 0.11 -0.01 -0.05 -0.060
C 5.143546 2.261073 -1.892790 0.00 0.05 0.01 -0.026
C 5.115598 2.223695 -3.287763 0.02 0.06 0.00 -0.258
C 6.095182 3.030688 -4.101053 -0.06 -0.06 0.03 -0.044
C 4.139940 1.453929 -3.919509 -0.02 -0.04 0.03 -0.019
C 3.210605 0.734867 -3.182649 -0.02 0.02 -0.07 -0.062
H -1.251135 -8.951255 -1.268210 0.01 0.01 0.00 0.074
H -1.101619 -8.806187 0.483293 0.00 0.01 -0.01 0.086
H 0.343628 -8.967651 -0.505288 -0.01 0.00 0.00 0.080
H -2.091383 -6.881828 -2.096276 0.01 0.00 0.01 0.113
H -1.952554 -4.419000 -2.304715 0.05 0.00 0.02 0.117
H 1.082870 -4.348088 0.719970 -0.01 -0.02 -0.01 0.107
H 0.955364 -6.817227 0.909582 -0.02 0.03 -0.02 0.121
H -0.996012 -2.284356 -3.703950 0.05 -0.01 0.03 0.116
H 0.206193 -2.239665 -5.874200 0.03 0.00 0.02 0.119
H 2.309787 -2.231143 -7.127530 0.01 -0.01 0.03 0.114
H 4.768697 -2.208867 -7.166949 0.00 0.00 0.02 0.104
H 6.048650 -2.343588 -5.036280 -0.01 -0.01 -0.01 0.105
H 4.878725 -2.546993 -2.899593 -0.01 -0.02 0.01 0.122
H 2.993426 -5.074109 -2.508245 -0.01 0.02 -0.01 0.123
H 4.127899 -7.092803 -1.722848 0.01 0.01 0.01 0.106
H 5.365786 -7.085816 0.435463 -0.02 0.00 -0.01 0.105
H 5.400206 -5.061312 1.829794 -0.03 0.01 -0.02 0.116
H 4.717015 -2.749956 2.228389 0.00 -0.01 -0.03 0.118
H 3.527622 -0.706417 1.478947 -0.04 -0.04 -0.04 0.116
H 4.243928 1.572167 -0.054873 -0.01 -0.01 -0.04 0.123
H 5.883218 2.875612 -1.390538 -0.01 -0.05 -0.03 0.117
H 6.915998 3.396578 -3.485970 -0.01 -0.01 0.00 0.077
H 5.602731 3.894186 -4.552775 -0.01 0.00 0.01 0.085
H 6.513095 2.434707 -4.913152 0.00 0.00 0.02 0.082
H 4.096842 1.426631 -5.002302 -0.01 0.01 0.01 0.122
H 2.420217 0.174480 -3.674700 0.09 0.06 0.06 0.119
F -3.478214 -0.650018 3.590715 0.14 0.01 0.04 0.060
C -3.388958 -1.884267 4.103286 -0.02 -0.08 -0.02 -0.220
C -2.164351 -2.372897 4.533150 -0.03 -0.07 -0.21 -0.119
C -2.156503 -3.656159 5.049710 0.05 0.04 0.14 -0.209
F -1.034029 -4.204232 5.535904 -0.01 0.08 0.00 0.101
C -3.301426 -4.425396 5.129255 -0.02 -0.11 0.04 -0.139
F -3.265912 -5.658006 5.640193 0.02 0.03 -0.01 0.125
C -4.499896 -3.905874 4.682167 -0.17 -0.09 0.00 -0.130
F -5.608653 -4.638240 4.754396 0.02 0.01 0.01 0.136
C -4.552807 -2.623863 4.169671 -0.06 0.01 -0.01 -0.137
F -5.714399 -2.125079 3.750944 0.01 0.01 -0.01 0.132
Ge -0.613702 -1.199231 4.256729 -0.01 -0.17 0.12 0.724
S -0.134091 -0.997037 2.157811 0.06 0.07 -0.41 0.345
C 1.037623 -2.054318 4.927390 0.07 0.00 -0.20 -0.130
C 1.447589 -3.236997 4.324575 -0.05 -0.02 0.03 -0.251
F 0.636659 -3.893477 3.485039 -0.07 0.14 -0.09 0.077
C 2.688631 -3.797564 4.535353 0.07 -0.11 -0.05 -0.146
F 3.045904 -4.934734 3.928224 -0.03 0.07 0.02 0.116
C 3.579357 -3.162552 5.378086 0.19 -0.10 0.04 -0.137
F 4.786181 -3.689323 5.588254 -0.05 0.03 -0.01 0.129
C 3.218323 -1.984431 5.996827 0.02 0.02 0.04 -0.139
F 4.081120 -1.375256 6.810646 -0.01 0.03 0.00 0.127
C 1.965106 -1.444958 5.756108 0.02 -0.08 0.01 -0.206
F 1.705937 -0.280346 6.363146 -0.15 0.06 -0.04 0.107
C -1.066895 0.298282 5.412940 0.07 0.20 -0.01 -0.125
C -1.219319 0.042168 6.765500 0.01 -0.02 -0.01 -0.229
F -1.027855 -1.199698 7.242730 0.03 0.01 -0.13 0.101
C -1.550393 1.024611 7.671040 -0.05 0.10 0.10 -0.137
F -1.682717 0.750984 8.969514 0.01 0.01 -0.03 0.129
C -1.745245 2.317056 7.213095 -0.03 0.06 0.14 -0.124
F -2.065175 3.278464 8.074567 0.00 -0.01 -0.03 0.138
C -1.613906 2.610156 5.869288 -0.03 0.11 -0.04 -0.128
F -1.814346 3.856295 5.444099 0.02 -0.08 0.03 0.114
C -1.279178 1.597008 4.987814 -0.02 -0.06 0.02 -0.206
F -1.174815 1.916791 3.695909 0.01 -0.16 0.25 -0.038
S -0.480265 1.614564 -1.864823 -0.10 -0.21 0.03 0.637
C 0.205528 3.182727 -1.848627 0.16 0.14 0.17 -0.851
N 1.511024 3.464678 -1.879784 0.05 0.00 0.01 0.046
C 1.776563 4.886502 -1.664233 -0.15 -0.10 0.00 -0.130
C 0.353857 5.492907 -1.662595 0.01 -0.12 0.06 -0.123
N -0.485589 4.309734 -1.829925 0.02 0.13 -0.29 0.012
H 2.187051 2.748829 -1.665484 -0.01 0.06 -0.07 0.088
H 2.395819 5.289743 -2.462410 0.03 0.01 -0.05 0.113
H 2.277929 5.036050 -0.709320 0.00 0.00 0.04 0.103
H 0.201185 6.199872 -2.476054 0.01 -0.01 -0.05 0.117
H 0.127143 5.984808 -0.718001 -0.05 -0.01 0.06 0.102
H -1.485838 4.292707 -1.704752 -0.08 -0.03 0.15 0.031


Record 2
12
Properties=species:S:1:pos:R:3:forces:R:3:lowdin_charge:R:1 method="wB97M-V/def2-TZVPD" multiplicity=1 relative_energy_kj_mol=185.8 lumo_ha=0.034
C -1.490567 0.769089 1.797595 0.27 -0.07 -0.06 0.130
C -0.657130 0.567764 0.953026 0.17 0.07 0.37 -0.118
C 0.327890 0.356093 -0.130953 -0.04 -0.03 -0.02 -0.348
C 1.178665 -0.909185 -0.005888 0.03 0.09 0.01 -0.063
C -0.534109 0.256501 -1.377234 -0.14 -0.26 -0.41 -0.242
O -0.525260 -0.702094 -2.105945 -0.05 0.50 0.13 0.069
H -2.176694 0.947102 2.602107 0.15 -0.07 -0.33 0.033
H 0.960685 1.255086 -0.194276 -0.20 -0.12 -0.09 0.151
H 1.916535 -0.791206 0.793683 -0.45 -0.34 0.16 0.084
H 0.474123 -1.741267 0.105913 0.54 -0.03 0.37 0.092
H 1.755421 -1.111200 -0.915037 -0.29 0.28 0.01 0.083
H -1.229559 1.103317 -1.522990 0.02 -0.01 -0.16 0.130


Record 3
58
Properties=species:S:1:pos:R:3:forces:R:3:lowdin_charge:R:1 method="wB97M-V/def2-TZVPD" multiplicity=1 lumo_ha=-0.027
C 0.883719 -5.124140 -0.040864 0.41 1.96 -1.29 -0.009
C 1.445301 -4.112760 -0.874901 -0.55 -2.28 1.19 -0.159
C 1.585859 -2.552221 -0.564058 0.61 0.34 -1.09 -0.096
C 0.261075 -1.767331 -0.135931 -1.06 -1.95 -2.93 -0.404
C -0.941998 -2.435195 -1.038554 -0.87 2.12 0.41 -0.127
C -0.706841 -2.262232 -2.616962 -0.22 -0.40 0.70 -0.412
S -2.361293 -2.362907 -3.529049 0.07 2.00 0.46 0.886
C -2.995551 -0.619183 -3.344171 0.34 2.21 -0.38 -0.524
N -2.567857 0.607137 -3.969160 -3.71 -3.94 4.24 0.031
N -3.400134 1.533867 -3.379350 -3.06 -0.78 2.84 -0.027
C -4.351853 0.971774 -2.426269 5.25 -0.71 -4.54 -0.051
O -4.063777 -0.432216 -2.436733 1.01 2.14 -1.03 -0.086
O -0.217687 -1.933494 1.222107 2.80 -1.53 2.45 0.021
C 0.646517 -2.620908 2.078803 1.45 -2.39 1.17 -0.244
N 1.334299 -3.354060 2.763611 -3.74 4.17 -3.65 0.192
O 0.171222 -0.384145 -0.492003 1.76 -1.30 1.95 -0.111
C 1.180007 0.503201 -0.033764 1.92 1.22 -0.52 -0.419
O 1.971145 0.067410 1.107733 -0.76 -0.15 -1.21 0.008
C 2.261150 0.642172 -1.247558 0.76 -1.76 0.10 -0.131
O 1.731350 0.312614 -2.553161 0.05 1.58 1.32 -0.214
C 0.906934 1.353613 -3.119233 -0.41 0.54 -1.95 -0.117
C 0.446349 1.886545 0.433745 -0.68 -1.96 0.57 -0.639
S -1.388210 1.709939 -0.026347 -0.43 1.04 -0.03 0.825
O 0.700830 2.099023 1.837504 -1.20 -0.03 -0.84 -0.205
C -0.272181 1.603819 2.759548 0.85 1.10 4.31 -0.296
C -1.368064 2.715462 3.236629 0.20 0.85 -1.62 -0.107
C -1.537859 4.005528 2.600989 0.41 -0.86 0.82 -0.023
C 0.581505 1.323852 4.146495 1.25 -0.32 0.37 -0.024
C 0.678940 -0.222238 4.525422 -2.05 -2.62 0.80 -0.299
O -0.259450 -0.968992 4.872809 4.23 3.50 -1.63 0.083
F 1.999684 -0.819454 4.400205 -2.68 1.71 0.25 -0.016
P 0.961279 3.496995 -0.405804 -4.27 3.99 -0.89 0.795
O -0.310096 4.293417 -0.860648 2.96 -2.18 0.95 -0.516
H 1.321686 -6.190462 0.062165 -1.26 1.78 -1.02 0.081
H -0.077189 -4.882316 0.538095 2.14 -0.30 0.02 0.065
H 1.891488 -4.499217 -1.874696 0.22 0.89 2.18 0.112
H 2.505021 -2.375396 0.124953 -1.81 -0.49 -0.83 0.139
H 1.914984 -2.063752 -1.569452 -0.84 -0.73 1.67 0.127
H -1.863148 -1.770598 -0.781612 1.48 -1.09 -0.35 0.122
H -1.219308 -3.485519 -0.693447 0.74 1.44 -0.71 0.118
H -0.265537 -1.250972 -2.911531 -0.30 -1.63 0.62 0.079
H -0.112682 -3.170828 -2.989187 -0.77 1.57 0.20 0.087
H -5.131019 1.514775 -1.795874 1.32 -1.28 -1.09 0.141
H 2.826771 0.554745 1.102484 -0.93 -0.45 -0.05 0.136
H 3.012302 -0.223762 -1.033168 -1.33 1.48 -0.37 0.142
H 2.910403 1.582784 -1.206445 -1.15 -0.92 -0.20 0.123
H 1.522478 2.311181 -3.359104 -0.98 -1.53 0.64 0.099
H 0.560854 0.968207 -4.159557 0.57 0.52 1.86 0.113
H -0.053303 1.597094 -2.544168 1.44 -0.35 -0.44 0.071
H -1.948304 0.673383 0.709995 1.30 0.46 -0.39 -0.070
H -0.744536 0.590280 2.522109 0.34 1.73 -0.18 0.140
H -2.011713 2.451689 4.145128 -0.23 -0.68 -2.35 0.114
H -2.442159 4.227662 1.922552 0.50 0.26 2.56 0.078
H -0.794261 4.871786 2.803925 -0.27 -2.00 -1.99 0.083
H 1.648396 1.749974 4.024735 -1.75 -0.81 0.04 0.136
H 0.125904 1.898050 5.040999 0.53 -1.30 -1.47 0.132
H 1.608665 4.362974 0.567846 0.18 -1.34 -0.38 0.046
H 1.809893 3.403343 -1.537829 0.19 -0.53 0.74 0.003


| no. | HOMO (hartree) | Kohn-Sham gap (hartree) |
| --- | --- | --- |
| 1 | -0.265 | 0.257 |
| 2 | -0.364 | 0.398 |
| 3 | -0.288 | 0.261 |